Entry 1:
Density functional theory data (wB97M-V/def2-TZVPD) for a molecular structure, C23H34BF6KN7O4S5 in a non-equilibrium geometry.

Values from the calculation:
* frontier orbital gap: 6.99 eV
* spin multiplicity: 1
* charge: -1
* highest occupied orbital energy: -4.752 eV
* calculated total energy: -4796.2754 Ha

The geometry in XYZ format:
```
81
Properties=species:S:1:pos:R:3:forces:R:3:mulliken_charge:R:1
H 3.8149 1.5927 1.1426 -0.028 -0.110 0.050 0.3695
C 3.2099 3.9407 0.0025 -0.036 -0.044 -0.031 -1.4740
F -0.2685 3.4956 3.4145 0.108 -0.094 0.125 -0.2120
H 4.8815 0.9328 -0.0911 0.017 -0.097 0.012 0.4404
S -0.7565 2.2850 -0.5562 -0.046 0.283 0.329 -0.1176
F -1.0604 -2.8410 6.4977 0.094 0.074 -0.107 -0.2516
H -3.1429 2.4959 1.1277 0.116 0.034 0.042 0.4130
O -1.8094 1.3492 3.0956 -0.358 0.121 0.118 -0.7143
H 2.3746 -4.1081 -2.6557 -0.039 0.040 -0.009 0.5083
H -0.3388 -4.2584 1.1264 -0.081 0.070 0.064 0.4183
O 0.1525 0.0219 3.6169 0.539 0.094 2.279 -0.9832
C -1.7606 1.2735 -1.4628 -0.254 -0.241 -0.232 -0.0018
C 0.6596 -4.8062 -0.7210 0.045 -0.262 0.082 1.1370
C -0.4351 -4.9855 0.3268 -0.015 0.276 -0.115 -2.0501
C -4.9884 0.8257 0.1037 0.071 -0.027 -0.049 -1.5163
C -3.7375 2.9410 0.3361 0.180 -0.107 -0.070 -2.0188
N 1.1959 0.8635 -2.4711 0.344 -0.007 0.112 -0.1858
N 2.7501 2.0851 -1.5069 -0.181 -0.297 -0.197 0.6130
H -0.4302 -5.8266 -2.2894 0.002 -0.011 -0.007 0.3721
H 5.2899 2.3346 -2.2567 0.010 0.008 -0.005 0.3715
H -5.9211 3.1157 -1.1545 0.003 -0.011 0.007 0.4405
H -4.3201 0.3103 0.7947 -0.020 -0.021 -0.005 0.3106
C -5.1213 2.5962 -1.6839 0.046 -0.055 0.018 -1.6766
F 0.5470 -2.4154 5.1287 -0.037 0.172 -0.016 -0.2266
N 0.6544 -3.5239 -1.4782 -0.140 0.328 -0.137 0.5798
N -3.1396 1.1987 -1.4423 0.285 -0.095 -0.168 0.5321
H -5.5747 1.8894 -2.3790 -0.024 0.065 -0.012 0.4018
S -0.8160 0.9924 4.0652 -0.096 0.335 0.444 1.4165
C -2.4399 -0.2045 -2.9910 0.035 -0.048 -0.107 -1.5974
H 1.9868 -1.6879 -3.8201 -0.009 -0.001 0.015 0.5612
H 1.3279 -5.9522 -2.4629 -0.052 -0.046 -0.003 0.3909
F 0.1254 3.0527 5.4963 0.031 -0.067 -0.144 -0.2527
C 3.8266 2.7301 -0.7065 0.173 0.175 0.115 1.2344
N 0.3630 -1.5617 -2.4300 -0.209 -0.296 0.130 -0.1048
N -1.4419 0.6622 5.4650 0.180 -0.079 -0.076 -0.6407
O 0.8743 0.1271 6.3439 0.119 -0.103 -0.051 -0.6010
C 4.5008 1.8517 0.3433 -0.204 -0.137 -0.092 -1.9946
C 1.2913 2.0505 -3.1584 -0.080 -0.006 -0.104 -1.6714
C -0.1276 -2.3829 -1.4579 0.366 -0.126 -0.256 0.2024
C -0.6264 -1.9715 5.5716 -0.192 -0.201 0.164 0.6723
B 0.0545 -0.1036 -2.8745 0.023 0.028 0.289 0.8253
O -1.1050 -0.4783 7.6590 -0.371 0.230 -0.069 -0.6957
C 4.9174 3.1871 -1.6868 -0.043 0.000 0.006 -1.7011
H 3.9649 4.4270 0.6219 0.008 0.016 -0.003 0.4547
H 2.0342 -5.8060 0.6129 0.002 -0.018 -0.010 0.4485
H 2.8430 -4.9588 -0.7120 0.004 0.016 0.057 0.3585
H 2.8240 4.6708 -0.7109 -0.019 -0.008 0.040 0.3405
H -3.1545 3.7219 -0.1402 0.085 0.052 0.006 0.4325
S -0.5052 -0.2578 6.3813 0.177 -0.256 0.370 1.0447
H -4.5500 3.3290 -2.2558 -0.006 0.000 -0.009 0.3715
H -2.3352 -0.9545 -3.7552 0.007 0.000 0.015 0.5526
H -5.4412 0.0884 -0.5606 0.007 -0.008 0.050 0.3657
C 2.2280 2.8039 -2.5755 0.008 0.149 -0.027 0.0976
C -4.2062 1.8936 -0.6699 -0.255 0.151 0.106 1.2388
C 1.6200 -3.3684 -2.4645 0.125 -0.062 -0.049 0.0769
H 4.5521 3.9404 -2.3844 0.079 -0.024 -0.004 0.4083
S -1.4640 -2.0488 -0.4753 -0.221 -0.347 0.217 -0.2723
H -4.5679 0.0113 -2.5583 0.038 0.022 -0.007 0.5048
H 5.3359 2.4170 0.7655 -0.071 0.041 -0.046 0.5087
H -5.7817 1.3021 0.6809 -0.010 0.008 -0.004 0.4597
S 2.3393 -0.3999 -0.3530 0.369 0.003 0.245 -0.3016
C -3.5390 0.2752 -2.4021 -0.084 -0.054 -0.010 0.0340
H 2.5439 3.8034 -2.8081 -0.017 -0.055 -0.009 0.4897
F 1.4763 2.3396 3.9555 -0.110 0.009 0.043 -0.2175
H 2.1563 -4.0373 0.6337 0.023 -0.013 0.004 0.3364
H -1.4242 -4.8875 -0.1064 -0.109 0.048 0.005 0.4401
C 0.1979 2.5658 4.2566 -0.101 0.188 0.105 0.6553
H 0.6497 2.2647 -3.9951 0.000 -0.004 0.021 0.5615
F -1.5102 -2.0012 4.5648 0.160 0.020 0.117 -0.2357
H 2.3877 3.6169 0.6419 -0.003 0.013 -0.003 0.3061
C 2.0922 0.8726 -1.4418 -0.069 0.334 -0.247 0.1830
H 5.7473 3.6205 -1.1277 -0.012 0.010 0.006 0.4588
H -4.6290 3.3897 0.7834 -0.012 -0.079 -0.054 0.5247
H -0.3294 -5.9890 0.7476 0.064 0.049 -0.046 0.5146
H 0.4943 -6.9004 -1.2265 0.016 0.002 0.002 0.4474
C 1.4318 -2.1768 -3.0385 0.029 0.065 -0.119 -1.6871
K -0.1336 -0.0885 1.4517 -0.227 -0.304 -3.116 0.8742
C 0.5080 -5.9406 -1.7446 0.014 0.042 0.015 -1.6256
N -1.3401 0.3932 -2.4192 -0.163 0.209 0.107 0.0344
H 0.0355 -0.1163 -4.0867 0.002 -0.008 -0.070 -0.2106
C 2.0125 -4.9085 -0.0064 -0.006 0.050 -0.036 -1.4970
```
Positions in Å, forces in eV/Å.

***

Entry 2:
Density functional theory data (wB97M-V/def2-TZVPD) for a molecular structure, C23H34BeN7OS in a non-equilibrium geometry.

Values from the calculation:
* frontier orbital gap: 7.13 eV
* spin multiplicity: 1
* charge: +1
* highest occupied orbital energy: -9.939 eV
* calculated total energy: -1768.2770 Ha
* energy relative to the best compared isomer or geometry (same formula, charge and spin): 3.9 kcal per mole

The geometry in XYZ format:
```
67
Properties=species:S:1:pos:R:3:forces:R:3:mulliken_charge:R:1
C 0.2287 -2.0029 3.4561 -0.115 0.093 -0.388 -0.8889
C -3.5121 3.6963 -0.1760 -0.157 0.519 -0.059 -0.9847
S -0.2523 0.6287 -2.1927 0.066 0.345 -0.254 -0.4405
C 4.6301 -0.5830 -0.2988 -0.002 -0.236 -0.209 -0.9697
C 2.5109 2.5321 0.1877 0.002 -0.012 0.020 -0.5431
H -3.2212 4.2596 -1.0646 -0.076 -0.006 0.038 0.3587
H 3.9348 -1.2455 0.2256 0.141 0.018 0.059 0.5000
H -0.2325 4.2528 -0.6320 0.037 0.010 -0.077 0.2970
C 0.7158 -1.2515 4.5060 0.110 0.312 -0.077 -0.7195
H -2.2955 -7.0413 1.3136 -0.057 -0.103 0.017 0.4145
C -1.3338 2.7035 0.2855 -0.353 0.318 -0.150 0.8311
Be 0.1864 0.3374 0.1649 0.604 -0.009 -0.181 -1.0692
H 1.3751 0.7196 5.0940 0.041 0.041 0.044 0.4482
C -2.7635 -4.9970 0.8853 -0.110 0.084 -0.022 -0.8283
H 4.9116 2.5771 0.6802 0.070 -0.100 0.012 0.3940
H -2.9258 -2.8931 0.5026 -0.095 0.052 -0.064 0.4555
H 0.8759 -1.6991 5.4759 -0.062 -0.032 0.057 0.4645
H -2.7459 0.7529 -0.9978 -0.016 0.012 0.039 0.1359
C -2.2774 -3.7054 0.7922 0.126 0.057 0.108 -0.1434
C -0.9431 -3.4333 1.0863 -0.087 -0.168 -0.168 -0.2454
H -3.8044 -5.1950 0.6754 -0.059 -0.013 -0.036 0.4103
C 5.2387 1.7970 -0.0074 0.193 0.431 -0.173 -0.7061
H -1.4542 4.8700 0.4764 -0.027 0.040 0.016 0.5391
C 0.0627 -1.3890 2.2078 0.435 0.249 1.140 0.3896
C 1.0109 0.0923 4.2961 0.008 -0.152 0.020 -0.9489
H 2.9062 2.9120 1.1278 0.025 0.047 0.044 0.4133
H 5.1495 -2.0042 -1.8172 0.007 -0.154 -0.085 0.3964
C -0.5865 -5.7738 1.5227 -0.047 -0.086 0.025 -0.7630
N -0.9407 -1.7609 -1.1626 -0.590 -1.251 -0.403 -1.6858
N -1.2910 -1.4725 -3.3699 -0.097 -0.257 0.016 -0.4069
C -0.8517 -0.9555 -2.2114 0.108 0.444 -0.153 0.5403
H 1.0504 1.6433 2.8003 0.057 0.217 0.047 0.5058
C 5.6426 2.4381 -1.3350 0.028 -0.088 0.207 -1.0907
H 6.2445 3.3203 -1.1333 0.069 0.107 -0.056 0.3851
H 5.6020 -0.6865 0.1870 -0.109 0.016 0.059 0.3976
H 4.7680 2.7339 -1.9068 -0.090 0.083 -0.085 0.2646
H -0.0283 -3.0424 3.5792 -0.034 -0.046 0.037 0.5977
H 5.4294 -0.3338 -2.2914 0.074 0.046 -0.081 0.2439
C -0.7297 4.0807 0.3227 -0.032 -0.147 0.074 -1.5237
H 2.8795 3.1552 -0.6225 0.065 0.127 -0.034 0.4618
C -0.4542 -2.0424 1.0354 -0.508 -0.241 -1.071 0.6700
H 6.2359 1.7638 -1.9451 0.022 -0.077 -0.076 0.3413
C -1.9204 -6.0320 1.2499 0.115 -0.056 0.000 -0.4494
H 3.7880 -0.9674 -2.2617 -0.124 -0.005 -0.101 0.2555
C -3.1637 1.2263 -0.1076 -0.003 -0.610 -0.083 -0.6985
H 0.0727 -6.5833 1.7967 0.077 -0.060 0.016 0.4005
H 2.2249 -0.6836 -0.4079 0.010 -0.066 -0.009 0.1184
O -0.6053 1.7080 0.4740 -0.050 0.435 0.503 0.0401
H 1.4322 2.5744 0.2015 -0.023 0.127 0.020 -0.9873
N -2.6297 2.5678 0.0392 0.407 -0.209 0.075 0.1405
C 4.7520 -0.9955 -1.7617 -0.043 0.002 0.207 -0.8883
H -3.5101 4.3617 0.6891 -0.062 -0.021 -0.080 0.3619
H -1.5812 -2.4350 -3.3813 -0.011 -0.064 -0.066 0.2340
H -2.9003 0.6172 0.7575 -0.032 0.014 0.017 0.2560
C -0.1001 -4.4806 1.4494 0.011 0.117 -0.104 -0.2904
C 2.8929 1.1068 -0.0434 -0.155 -0.133 0.098 0.8713
N -0.5022 -1.2746 -0.0192 0.386 0.227 0.556 1.3527
N 4.1937 0.7923 -0.1229 0.214 -0.130 0.179 0.3480
N 0.3801 -0.1032 2.0148 -0.240 -0.342 -0.062 0.5219
H -4.5259 3.3321 -0.3158 0.077 -0.001 -0.009 0.2886
H 6.1133 1.3192 0.4391 -0.133 0.042 0.076 0.3590
H -1.1584 -0.9685 -4.2284 -0.023 -0.003 0.096 0.2242
H 0.9453 -4.2901 1.6514 0.071 0.041 0.040 0.5417
N 1.9270 0.2480 -0.1500 -0.143 -0.021 0.109 0.5604
C 0.8297 0.6118 3.0272 0.109 0.198 0.252 -0.0974
H 0.0196 4.1259 1.1084 0.026 -0.033 0.018 0.3046
H -4.2428 1.2675 -0.2036 -0.027 0.065 0.074 0.3334
```
Positions in Å, forces in eV/Å.